Below is a single C23H19F4NO3 molecule in a non-equilibrium geometry, with properties calculated with wB97M-V/def2-TZVPD.

Values from the calculation:
**LUMO**: -0.140 eV
**SMILES**: O=C(O)c1cc(-c2ccc(-c3ccc(F)cc3C(F)(F)F)cc2C2CCCCC2)on1
**Calculated total energy**: -42661.333 eV
**Frontier orbital gap**: 8.95 eV

Last columns: bonded neighbours and bond lengths (Å).
Element x y z (Å)
1 O 5.70387 -1.07491 5.51802  C2 1.226
2 C 4.99020 -1.48444 4.60889  O1 1.226, O3 1.366, C4 1.505
3 O 5.15008 -2.74370 4.10342  C2 1.366, H32 0.967
4 C 3.88456 -0.63544 4.04040  C2 1.505, C5 1.458, N31 1.334
5 C 2.95522 -1.06071 3.00048  C4 1.458, C6 1.384, H33 1.063
6 C 2.06053 -0.03539 2.75076  C5 1.384, C7 1.478, O30 1.412
7 C 0.88563 0.00549 1.85509  C6 1.478, C8 1.411, C23 1.422
8 C -0.28030 0.59914 2.38329  C7 1.411, C9 1.383, H34 1.087
9 C -1.43420 0.58751 1.62026  C8 1.383, C10 1.385, H35 1.077
10 C -1.46580 0.05412 0.34257  C9 1.385, C11 1.465, C22 1.393
11 C -2.71345 0.06369 -0.42526  C10 1.465, C12 1.406, C17 1.427
12 C -3.61391 -0.98446 -0.16826  C11 1.406, C13 1.410, H36 1.072
13 C -4.85663 -1.01878 -0.83354  C12 1.410, C14 1.378, H37 1.104
14 C -5.19225 -0.03989 -1.74289  C13 1.378, F15 1.349, C16 1.420
15 F -6.40081 -0.03213 -2.34233  C14 1.349
16 C -4.27069 1.00414 -2.02227  C14 1.420, C17 1.388, H38 1.082
17 C -3.04650 1.07775 -1.37212  C11 1.427, C16 1.388, C18 1.537
18 C -2.04503 2.18157 -1.74659  C17 1.537, F19 1.368, F20 1.356, F21 1.358
19 F -1.64579 2.89877 -0.65250  C18 1.368
20 F -0.92708 1.64549 -2.29568  C18 1.356
21 F -2.53694 3.11804 -2.59885  C18 1.358
22 C -0.28543 -0.46872 -0.18141  C10 1.393, C23 1.388, H39 1.106
23 C 0.91940 -0.45155 0.50853  C7 1.422, C22 1.388, C24 1.520
24 C 2.17279 -0.92403 -0.21051  C23 1.520, C25 1.497, C29 1.548, H40 1.057
25 C 2.46969 -0.17372 -1.47178  C24 1.497, C26 1.528, H41 1.095, H42 1.089
26 C 3.73815 -0.68764 -2.15100  C25 1.528, C27 1.521, H43 1.087, H44 1.080
27 C 3.60104 -2.17432 -2.44230  C26 1.521, C28 1.553, H45 1.065, H46 1.057
28 C 3.30016 -3.01353 -1.17078  C27 1.553, C29 1.533, H47 1.074, H48 1.109
29 C 2.05025 -2.44171 -0.49149  C24 1.548, C28 1.533, H49 1.077, H50 1.065
30 O 2.32515 0.96134 3.71528  C6 1.412, N31 1.440
31 N 3.46538 0.54815 4.49132  C4 1.334, O30 1.440
32 H 5.93577 -3.10969 4.53266  O3 0.967
33 H 2.98552 -1.99562 2.49536  C5 1.063
34 H -0.28258 1.03298 3.37979  C8 1.087
35 H -2.36922 0.99198 1.97105  C9 1.077
36 H -3.32048 -1.68788 0.58538  C12 1.072
37 H -5.50622 -1.88502 -0.61711  C13 1.104
38 H -4.62874 1.72911 -2.74196  C16 1.082
39 H -0.31826 -0.83199 -1.22563  C22 1.106
40 H 3.02751 -0.81804 0.40277  C24 1.057
41 H 2.62356 0.88189 -1.22593  C25 1.095
42 H 1.62507 -0.23593 -2.15715  C25 1.089
43 H 3.89377 -0.16886 -3.09396  C26 1.087
44 H 4.60394 -0.52912 -1.52525  C26 1.080
45 H 4.50826 -2.52980 -2.87118  C27 1.065
46 H 2.82392 -2.35433 -3.13648  C27 1.057
47 H 4.14234 -2.84672 -0.52505  C28 1.074
48 H 3.21287 -4.10694 -1.33699  C28 1.109
49 H 1.88241 -2.97686 0.42841  C29 1.077
50 H 1.18180 -2.65634 -1.06950  C29 1.065